[1]
Here is C29H26F6IrN5O5S3 as an isolated structure from the OMol25 dataset. Energies are from the ωB97M-V functional and the def2-TZVPD basis.

Values from the calculation:
HOMO level = -7.7 eV
Lowest unoccupied orbital energy = -1.617 eV
HOMO-LUMO gap = 6.09 eV
Energy above the lowest of the compared OMol25 structures with the same formula, charge and spin = 126.8 kcal per mole

Structure (ORCA input):
```
! wB97M-V def2-TZVPD RIJCOSX def2/J DEFGRID3
* xyz 0 1
Ir 0.720 0.358 -0.557
C -1.240 -1.772 -2.740
C -2.454 -2.138 -1.955
C -3.665 -2.346 -2.600
C -4.817 -2.653 -1.899
C -4.773 -2.749 -0.521
C -3.578 -2.543 0.146
C -2.419 -2.238 -0.558
N -1.186 -2.086 0.115
C -0.922 -1.281 1.152
N -1.973 -0.514 1.649
C -2.260 0.627 0.849
C -1.452 0.992 -0.246
C -1.937 2.048 -1.024
C -3.072 2.761 -0.684
C -3.780 2.434 0.463
C -3.385 1.363 1.242
C -4.134 0.975 2.482
N 0.308 -1.007 1.502
C 0.783 -0.783 2.756
C 0.389 -1.663 3.780
C 0.914 -1.550 5.045
C 1.825 -0.543 5.330
C 2.205 0.340 4.335
C 1.703 0.247 3.047
C 2.094 1.236 2.011
H -1.498 -1.561 -3.772
H -0.491 -2.561 -2.723
H -0.779 -0.881 -2.308
H -3.710 -2.250 -3.674
H -5.743 -2.817 -2.430
H -5.668 -2.993 0.030
H -3.531 -2.627 1.220
H -0.359 -2.405 -0.385
H -1.901 -0.290 2.637
H -1.420 2.321 -1.934
H -3.399 3.577 -1.312
H -4.649 3.010 0.744
H -5.048 1.553 2.583
H -3.524 1.146 3.370
H -4.386 -0.082 2.457
H -0.311 -2.453 3.546
H 0.612 -2.243 5.816
H 2.232 -0.439 6.324
H 2.913 1.125 4.555
H 2.837 1.927 2.399
H 1.231 1.814 1.664
H 2.528 0.724 1.151
F 3.432 -4.770 0.106
C 2.460 -4.142 -0.544
F 1.293 -4.477 0.029
F 2.425 -4.588 -1.795
S 2.618 -2.272 -0.477
O 1.333 -1.888 -1.032
O 2.847 -1.958 0.890
N 3.813 -2.027 -1.459
S 4.244 -0.509 -1.450
O 3.204 0.324 -0.905
O 4.883 -0.075 -2.641
C 5.612 -0.494 -0.154
F 6.420 -1.531 -0.375
F 6.342 0.621 -0.247
F 5.170 -0.570 1.098
O 1.345 2.585 -0.616
N 1.283 3.241 -1.735
C 1.381 4.580 -1.664
C 1.278 5.379 -2.772
C 1.065 4.788 -4.020
C 0.987 3.419 -4.091
C 1.094 2.628 -2.937
S 0.975 0.926 -3.028
H 1.531 4.953 -0.662
H 1.344 6.449 -2.658
H 0.954 5.390 -4.909
H 0.833 2.906 -5.027
*
```

Atom charges from the Mulliken analysis, given in e for atoms 1 to 2:
1 Ir 1.84
2 C -0.41

---

[2]
Here is a 2-piece molecular cluster, C5H6O2 overall from the OMol25 dataset. Energies are from the ωB97M-V functional and the def2-TZVPD basis.

Values from the calculation:
HOMO level = -9.9 eV
Lowest unoccupied orbital energy = 0.368 eV
HOMO-LUMO gap = 10.27 eV
Energy above the lowest of the compared OMol25 structures with the same formula, charge and spin = 23.0 kcal per mole

Structure (ORCA input):
```
! wB97M-V def2-TZVPD RIJCOSX def2/J DEFGRID3
* xyz 0 1
C -1.176 -1.165 -0.214
C -0.197 -0.051 0.063
C 0.333 2.273 -0.508
C -0.242 1.126 -0.851
C 1.857 -2.443 1.697
O 2.721 -1.863 2.155
O 0.590 -0.094 0.991
H -1.102 -1.899 0.584
H -0.955 -1.648 -1.173
H -2.199 -0.775 -0.271
H 0.876 2.335 0.427
H 0.297 3.163 -1.127
H -0.803 1.040 -1.773
*
```

Atom charges from the natural (NBO) analysis, given in e for atoms 1 to 2:
1 C -0.72
2 C 0.55

---

[3]
Here is C13H14Br4CeO6 as an isolated structure from the OMol25 dataset. Energies are from the ωB97M-V functional and the def2-TZVPD basis.

Values from the calculation:
HOMO level (spin up / spin down) = -10.9 / -11.0 eV
Lowest unoccupied orbital energy (spin up / spin down) = -3.326 / -3.307 eV
Expectation value of S² = 0.751
HOMO-LUMO gap (spin up / spin down) = 7.62 / 7.64 eV
Energy above the lowest of the compared OMol25 structures with the same formula, charge and spin = 0.0 kcal per mole

Structure (ORCA input):
```
! wB97M-V def2-TZVPD RIJCOSX def2/J DEFGRID3
* xyz 1 2
Ce 0.522 -0.181 0.104
C -0.939 -2.823 1.592
O -0.133 -1.691 1.994
C -0.830 -0.841 2.922
C 0.119 0.233 3.377
O 0.535 0.976 2.210
C 1.601 1.927 2.419
C 2.065 2.381 1.062
O 2.565 1.223 0.373
C 3.247 1.562 -0.864
H -1.280 -3.361 2.475
H -0.308 -3.478 0.998
H -1.799 -2.484 1.016
H -1.163 -1.427 3.779
H -1.699 -0.407 2.428
H 1.001 -0.200 3.848
H -0.383 0.895 4.080
H 2.416 1.437 2.949
H 1.238 2.773 3.001
H 2.853 3.125 1.165
H 1.245 2.820 0.491
H 2.539 1.959 -1.586
H 3.696 0.649 -1.243
H 4.028 2.289 -0.657
Br -1.874 -0.403 -6.019
C -1.817 -0.288 -4.149
C -2.809 -0.898 -3.362
Br -4.221 -1.832 -4.164
C -2.739 -0.805 -1.983
Br -4.001 -1.629 -0.856
C -1.701 -0.110 -1.346
O -1.590 -0.048 -0.002
C -0.710 0.512 -2.139
O 0.306 1.156 -1.526
C -0.791 0.403 -3.533
Br 0.614 1.190 -4.502
O -0.041 -2.653 -2.587
C 0.235 -1.951 -1.765
*
```

Atom charges from the Mulliken analysis, given in e for atoms 1 to 2:
1 Ce 1.08
2 C -0.73

---

[4]
Here is one molecule with the formula C10H19NO2 from the OMol25 dataset. Energies are from the ωB97M-V functional and the def2-TZVPD basis.

Values from the calculation:
HOMO level (spin up / spin down) = -8.3 / -8.3 eV
Lowest unoccupied orbital energy (spin up / spin down) = 0.688 / 0.688 eV
HOMO-LUMO gap (spin up / spin down) = 8.99 / 8.99 eV
Energy above the lowest of the compared OMol25 structures with the same formula, charge and spin = 122.3 kcal per mole

Structure (ORCA input):
```
! wB97M-V def2-TZVPD RIJCOSX def2/J DEFGRID3
* xyz 0 1
C -1.550 0.034 -0.688
C -2.321 -0.874 -0.141
C -0.764 1.027 0.064
C -2.893 -2.031 -0.910
C -1.349 2.375 0.206
C 1.207 1.400 -1.312
C 1.440 1.788 1.085
C 2.809 -2.304 0.129
C 1.089 -0.675 0.158
C 0.720 0.849 0.061
N -1.586 0.044 1.843
O -2.402 -0.979 1.218
O 2.469 -0.854 0.236
H -1.308 -0.015 -1.810
H -2.616 -2.077 -2.009
H -3.990 -2.229 -0.755
H -2.424 -2.917 -0.486
H -1.157 2.684 1.239
H -2.347 2.230 -0.126
H -0.661 3.005 -0.346
H 2.240 1.148 -1.202
H 0.740 0.708 -2.134
H 0.839 2.398 -1.346
H 1.288 2.838 0.867
H 2.477 1.554 1.213
H 0.959 1.473 2.032
H 2.422 -2.698 -0.752
H 2.578 -2.816 1.026
H 3.850 -2.441 0.073
H 0.539 -1.175 -0.711
H 0.528 -0.927 1.121
H -0.825 -0.545 2.156
*
```

Atom charges from the natural (NBO) analysis, given in e for atoms 1 to 2:
1 C -0.46
2 C 0.35

---

[5]
Here is a 5-piece molecular cluster, C32H52FN5O6S overall from the OMol25 dataset. Energies are from the ωB97M-V functional and the def2-TZVPD basis.

Values from the calculation:
HOMO level = -8.2 eV
Lowest unoccupied orbital energy = 0.542 eV
HOMO-LUMO gap = 8.70 eV
Energy above the lowest of the compared OMol25 structures with the same formula, charge and spin = 0.0 kcal per mole

Structure (ORCA input):
```
! wB97M-V def2-TZVPD RIJCOSX def2/J DEFGRID3
* xyz 0 1
C 0.406 2.858 0.582
O 0.183 2.734 1.969
C 1.070 1.819 2.589
C 0.879 0.364 2.135
C 2.092 -0.271 1.428
C 1.695 -1.242 0.300
C 1.788 -0.631 -1.118
C 0.523 -0.772 -1.976
C 0.363 -2.100 -2.725
C 0.362 -3.362 -1.867
C -0.851 -3.587 -0.958
C -2.217 -3.672 -1.660
C -3.374 -2.887 -1.060
O -3.452 -3.088 0.378
S -2.994 -1.814 1.214
O -4.144 -1.300 1.868
O -1.805 -2.081 1.942
O -2.595 -0.925 -0.048
C -3.329 -1.352 -1.194
F -2.573 -1.012 -2.279
C -4.709 -0.727 -1.310
C -4.792 0.804 -1.371
O -4.140 1.318 -0.231
C -4.279 1.384 -2.727
N -3.302 2.458 -2.555
H 1.477 2.970 0.365
H -0.121 3.749 0.240
H 0.018 2.000 0.020
H 2.105 2.143 2.396
H 0.887 1.924 3.659
H 0.615 -0.246 3.001
H 0.009 0.335 1.475
H 2.701 -0.798 2.166
H 2.726 0.523 1.018
H 0.665 -1.557 0.482
H 2.319 -2.137 0.360
H 1.981 0.441 -1.011
H 2.645 -1.051 -1.655
H 0.534 0.019 -2.733
H -0.345 -0.567 -1.343
H -0.537 -2.050 -3.347
H 1.205 -2.174 -3.422
H 1.244 -3.334 -1.223
H 0.487 -4.239 -2.513
H -0.694 -4.541 -0.448
H -0.848 -2.842 -0.166
H -2.156 -3.403 -2.718
H -2.548 -4.714 -1.637
H -4.316 -3.249 -1.472
H -5.165 -1.123 -2.223
H -5.303 -1.075 -0.462
H -5.863 1.038 -1.315
H -4.430 2.222 -0.068
H -5.161 1.703 -3.299
H -3.800 0.602 -3.311
H -2.814 2.610 -3.429
H -3.761 3.335 -2.335
N -6.039 -4.205 -5.143
C -5.100 -3.638 -4.326
C -4.801 -2.398 -4.828
C -5.588 -2.214 -5.997
C -6.342 -3.345 -6.163
H -6.439 -5.115 -5.018
H -4.723 -4.167 -3.467
H -4.087 -1.705 -4.412
H -5.598 -1.352 -6.642
H -7.062 -3.610 -6.918
N 2.021 3.847 7.224
C 1.435 3.345 8.355
C 0.182 2.909 8.017
C 0.005 3.157 6.628
C 1.157 3.735 6.168
H 2.949 4.223 7.177
H 1.958 3.338 9.296
H -0.529 2.458 8.690
H -0.865 2.933 6.034
H 1.434 4.069 5.182
N 5.538 -2.031 -5.117
C 5.147 -2.532 -3.905
C 3.895 -3.066 -4.059
C 3.516 -2.877 -5.416
C 4.551 -2.236 -6.042
H 6.414 -1.578 -5.298
H 5.786 -2.467 -3.042
H 3.313 -3.536 -3.283
H 2.590 -3.176 -5.877
H 4.668 -1.910 -7.061
N 5.536 5.703 6.075
C 6.504 5.514 5.127
C 7.646 5.117 5.769
C 7.355 5.063 7.159
C 6.046 5.431 7.317
H 4.600 6.009 5.886
H 6.300 5.677 4.083
H 8.586 4.888 5.295
H 8.030 4.788 7.952
H 5.441 5.525 8.202
*
```

Atom charges from the Mulliken analysis, given in e for atoms 1 to 2:
1 C -0.38
2 O -0.42

---

[6]
Here is one molecule with the formula C4H7FO from the OMol25 dataset. Energies are from the ωB97M-V functional and the def2-TZVPD basis.

Values from the calculation:
HOMO level = -10.0 eV
Lowest unoccupied orbital energy = 0.908 eV
HOMO-LUMO gap = 10.96 eV
Energy above the lowest of the compared OMol25 structures with the same formula, charge and spin = 27.3 kcal per mole

Structure (ORCA input):
```
! wB97M-V def2-TZVPD RIJCOSX def2/J DEFGRID3
* xyz 0 1
C -0.429 -0.652 0.341
C -0.696 0.839 -0.033
C 0.845 0.936 0.025
C 1.000 -0.530 -0.293
H -2.160 -1.148 -0.132
H -0.296 -0.821 1.421
H -1.123 0.937 -0.987
H -1.345 1.311 0.675
H 1.289 1.593 -0.720
H 1.202 1.115 1.080
H 0.901 -0.787 -1.371
O -1.335 -1.579 -0.112
F 2.147 -1.213 0.106
*
```

Atom charges from the natural (NBO) analysis, given in e for atoms 1 to 2:
1 C 0.09
2 C -0.44

---

[7]
Here is C28H44N6O3 as an isolated structure from the OMol25 dataset. Energies are from the ωB97M-V functional and the def2-TZVPD basis.

Values from the calculation:
HOMO level = -8.5 eV
Lowest unoccupied orbital energy = -0.168 eV
HOMO-LUMO gap = 8.29 eV

Structure (ORCA input):
```
! wB97M-V def2-TZVPD RIJCOSX def2/J DEFGRID3
* xyz 0 1
N 1.051 0.381 -1.138
C 2.124 -0.333 -0.753
C 2.118 -1.169 0.391
C 0.905 -1.388 1.008
C -0.248 -0.736 0.596
C -0.116 0.137 -0.446
H 3.079 -0.189 -1.237
H 2.982 -1.797 0.551
H 0.864 -2.083 1.834
H -1.163 -0.960 1.125
H -0.982 0.676 -0.801
C 1.062 2.412 0.023
C 1.594 2.383 -1.376
O 2.910 2.978 -1.278
C 3.210 3.316 -0.050
O 4.200 3.912 0.320
O 2.189 2.945 0.734
H 0.930 1.382 0.356
H 0.185 3.044 0.163
H 0.924 2.949 -2.022
H 1.624 1.347 -1.716
C 1.865 0.287 2.832
C 0.418 -0.067 3.106
C -0.524 1.160 3.294
C -0.634 2.023 2.124
N -0.681 2.676 1.155
H 2.424 0.830 3.594
H 1.937 0.823 1.886
H 2.369 -0.669 2.694
H 0.347 -0.725 3.973
H 0.015 -0.705 2.320
H -0.232 1.854 4.082
H -1.498 0.722 3.514
C -2.627 -0.212 1.778
C -2.544 0.511 0.436
C -2.884 -0.267 -0.791
C -4.186 -0.915 -0.894
N -5.204 -1.402 -1.037
H -1.961 -1.073 1.719
H -3.629 -0.536 2.058
H -2.317 0.408 2.619
H -1.550 0.914 0.243
H -3.217 1.369 0.438
H -2.104 -1.005 -0.982
H -2.901 0.352 -1.688
C -1.341 2.288 -2.494
C -2.152 1.142 -3.024
C -1.280 0.004 -3.503
C -0.289 0.381 -4.490
N 0.562 0.715 -5.190
H -0.625 2.633 -3.239
H -0.867 2.170 -1.519
H -2.021 3.107 -2.260
H -2.842 1.448 -3.810
H -2.794 0.839 -2.196
H -1.813 -0.845 -3.931
H -0.685 -0.407 -2.689
C 4.407 0.986 0.965
C 4.697 0.870 -0.591
C 5.467 -0.387 -1.002
C 4.709 -1.634 -0.804
N 4.131 -2.659 -0.700
H 3.657 0.221 1.170
H 3.871 1.875 1.299
H 5.283 0.931 1.610
H 5.083 1.822 -0.954
H 3.729 0.841 -1.092
H 6.411 -0.494 -0.468
H 5.723 -0.326 -2.060
C -2.184 -2.759 0.230
C -3.295 -3.089 1.253
C -4.603 -3.662 0.591
C -4.324 -4.894 -0.207
N -4.111 -5.838 -0.811
H -1.357 -2.251 0.727
H -2.571 -2.066 -0.517
H -1.753 -3.667 -0.191
H -3.682 -2.244 1.821
H -2.853 -3.748 2.001
H -5.063 -2.865 0.008
H -5.350 -3.997 1.310
*
```

Atom charges from the Mulliken analysis, given in e for atoms 1 to 2:
1 N -1.01
2 C -1.18

---

[8]
Here is one molecule with the formula CH4INO from the OMol25 dataset. Energies are from the ωB97M-V functional and the def2-TZVPD basis.

Values from the calculation:
HOMO level (spin up / spin down) = -7.6 / -8.4 eV
Lowest unoccupied orbital energy (spin up / spin down) = -0.583 / -0.446 eV
HOMO-LUMO gap (spin up / spin down) = 7.00 / 7.95 eV
Energy above the lowest of the compared OMol25 structures with the same formula, charge and spin = 91.3 kcal per mole

Structure (ORCA input):
```
! wB97M-V def2-TZVPD RIJCOSX def2/J DEFGRID3
* xyz 0 1
C -0.438 -2.109 -0.099
N 0.553 1.924 0.217
O -0.759 1.497 -0.033
I -1.666 -0.533 -0.003
H 0.041 -2.206 -1.037
H 0.163 -2.277 0.762
H 0.993 2.426 -0.614
H 1.113 1.278 0.807
*
```

Atom charges from the natural (NBO) analysis, given in e for atoms 1 to 2:
1 C -0.72
2 N -0.51

---

[9]
Here is a 2-piece molecular cluster, C4H12O2 overall from the OMol25 dataset. Energies are from the ωB97M-V functional and the def2-TZVPD basis.

Values from the calculation:
HOMO level (spin up / spin down) = -14.3 / -14.3 eV
Lowest unoccupied orbital energy (spin up / spin down) = -3.625 / -10.153 eV
Expectation value of S² = 0.755
HOMO-LUMO gap (spin up / spin down) = 10.63 / 4.10 eV
Energy above the lowest of the compared OMol25 structures with the same formula, charge and spin = 38.1 kcal per mole

Structure (ORCA input):
```
! wB97M-V def2-TZVPD RIJCOSX def2/J DEFGRID3
* xyz 1 2
C -2.111 0.124 -0.074
O -2.591 0.721 1.078
C -0.573 0.338 -0.195
C 0.148 0.610 1.128
C 1.657 0.875 0.984
H -2.601 0.404 -1.018
H -2.304 -0.948 -0.101
H -2.824 1.650 0.837
H -0.048 -0.492 -0.660
H -0.428 1.355 -0.622
H -0.329 1.439 1.671
H 0.015 -0.331 1.709
H 1.650 1.830 0.445
H 2.139 1.047 1.939
H 2.117 0.020 0.489
H 2.164 -2.761 -1.975
H 3.597 -2.511 -2.167
O 2.757 -2.282 -2.551
*
```

Atom charges from the natural (NBO) analysis, given in e for atoms 1 to 2:
1 C -0.09
2 O -0.37

---

[10]
Here is C18H23N4OS2Sn as an isolated structure from the OMol25 dataset. Energies are from the ωB97M-V functional and the def2-TZVPD basis.

Values from the calculation:
HOMO level = -17.2 eV
Lowest unoccupied orbital energy = -11.446 eV
HOMO-LUMO gap = 5.71 eV
Energy above the lowest of the compared OMol25 structures with the same formula, charge and spin = 0.0 kcal per mole

Structure (ORCA input):
```
! wB97M-V def2-TZVPD RIJCOSX def2/J DEFGRID3
* xyz 3 1
Sn -1.291 -0.456 -2.112
C 2.265 5.033 -0.853
C 1.955 4.139 -2.042
N 1.906 2.707 -1.641
C 0.883 2.005 -1.275
S 0.869 0.423 -0.689
N -0.396 2.717 -1.455
N -1.191 2.556 -0.583
C -2.086 2.520 0.301
C -2.084 3.645 1.303
C -3.087 1.423 0.317
C -4.189 1.588 1.132
C -5.184 0.610 1.140
C -5.027 -0.494 0.334
C -3.876 -0.593 -0.443
N -2.915 0.330 -0.466
H 2.310 6.066 -1.196
H 3.227 4.788 -0.404
H 1.491 4.964 -0.086
H 2.731 4.200 -2.802
H 1.002 4.385 -2.509
H 2.801 2.225 -1.582
H -1.226 4.296 1.164
H -2.063 3.222 2.308
H -2.995 4.233 1.173
H -4.298 2.466 1.752
H -6.060 0.730 1.765
H -5.769 -1.279 0.295
H -3.731 -1.469 -1.066
C 4.822 -2.820 1.731
C 3.516 -2.918 1.009
C 2.302 -2.759 1.694
C 1.092 -2.912 1.050
C 1.092 -3.209 -0.315
C 2.284 -3.348 -1.027
C 3.485 -3.203 -0.358
S -0.364 -3.502 -1.222
C -1.272 -4.669 -0.236
O -1.282 -2.200 -1.029
H 4.703 -2.412 2.732
H 5.532 -2.205 1.179
H 5.266 -3.814 1.824
H 2.316 -2.543 2.754
H 0.167 -2.811 1.604
H 2.270 -3.596 -2.082
H 4.415 -3.334 -0.897
H -1.410 -4.290 0.774
H -0.681 -5.586 -0.230
H -2.223 -4.850 -0.733
*
```

Atom charges from the natural (NBO) analysis, given in e for atoms 1 to 2:
1 Sn 1.40
2 C -0.62